No. 1
A cluster of 5 separate species, C5H20O5 in total at a distorted geometry, computed with the ωB97M-V functional and the def2-TZVPD basis.

Values from the calculation:
SMILES string: CO.CO.CO.CO.CO
HOMO-LUMO gap in eV: 10.9
HOMO energy in eV: -10.11
Electronic energy in eV: -15744.700
Net charge: 0

Positions of all 30 atoms, in Å:
C 0.593 0.798 2.394
O -0.800 0.790 2.116
H 0.990 -0.137 2.700
H 1.050 1.056 1.465
H 0.774 1.599 3.141
H -1.119 -0.034 1.677
C 2.725 -2.125 0.498
O 1.260 -1.980 0.521
H 2.902 -3.209 0.312
H 3.191 -1.568 -0.264
H 3.158 -1.773 1.472
H 0.938 -1.199 0.005
C -2.313 -1.950 -0.374
O -1.804 -1.560 0.987
H -2.854 -1.094 -0.815
H -1.430 -2.283 -0.943
H -3.099 -2.673 -0.363
H -0.991 -2.049 1.016
C 1.132 0.556 -2.342
O 0.404 -0.273 -1.390
H 0.500 0.852 -3.151
H 1.518 1.468 -1.893
H 2.034 0.082 -2.764
H -0.351 0.356 -1.095
C -1.434 3.000 -0.698
O -1.484 1.632 -0.409
H -2.417 3.421 -1.079
H -1.186 3.605 0.186
H -0.674 3.241 -1.427
H -1.217 1.453 0.517



No. 2
A cluster of 2 separate species, C4H11N3O2 in total at a distorted geometry, computed with the ωB97M-V functional and the def2-TZVPD basis.

Values from the calculation:
SMILES string: CN=C(N)N.CC(=O)O
HOMO-LUMO gap in eV: 9.9
HOMO energy in eV: -9.13
Electronic energy in eV: -12892.049
Net charge: 0

Positions of all 20 atoms, in Å:
C -1.371 -1.331 1.021
N -0.910 -0.202 0.256
C -1.559 0.899 0.247
N -2.886 1.079 0.609
N -0.980 2.094 -0.206
H -0.464 -1.804 1.465
H -1.693 -2.171 0.377
H -2.081 -1.165 1.839
H -3.360 0.199 0.758
H -3.162 1.744 1.316
H -0.096 2.067 -0.703
H -1.666 2.453 -0.864
C 3.469 -0.510 -0.534
C 2.133 -0.124 -1.064
O 1.692 0.925 -1.453
O 1.344 -1.221 -0.956
H 3.571 -1.577 -0.680
H 3.394 -0.251 0.538
H 4.254 0.062 -1.032
H 0.372 -1.166 -0.932



No. 3
A cluster of 4 separate species, C17H32NO7S2 in total at a distorted geometry, computed with the ωB97M-V functional and the def2-TZVPD basis.

Values from the calculation:
HOMO-LUMO gap in eV: 8.3
HOMO energy in eV: -11.45
Electronic energy in eV: -55633.346
Net charge: +1

Positions of all 59 atoms, in Å:
C -6.515 -1.183 -2.688
C -5.293 -0.231 -2.826
S -3.923 -0.506 -1.633
C -4.541 -1.699 -0.377
S -3.169 -2.325 0.636
N -3.778 -3.715 1.403
C -2.967 -1.012 1.965
O -3.370 -1.578 3.163
C -4.564 -0.985 3.681
H -7.396 -0.634 -3.044
H -6.737 -1.498 -1.665
H -6.419 -2.054 -3.342
H -5.645 0.803 -2.784
H -4.873 -0.383 -3.826
H -5.339 -1.234 0.213
H -4.960 -2.570 -0.905
H -4.246 -4.299 0.724
H -3.050 -4.211 1.899
H -3.575 -0.149 1.655
H -1.927 -0.685 1.950
H -5.238 -0.619 2.896
H -4.268 -0.159 4.341
H -5.135 -1.702 4.277
O -0.645 -0.048 0.028
C 0.414 0.265 0.513
O 1.456 0.669 -0.229
C 2.613 0.870 0.614
C 2.051 1.089 2.004
C 0.794 0.231 1.976
H 3.244 -0.016 0.554
H 3.179 1.728 0.258
H 2.750 0.828 2.795
H 1.776 2.138 2.133
H 0.997 -0.803 2.264
H 0.001 0.649 2.594
O 0.929 2.479 -6.356
C 0.846 2.075 -5.236
O 1.805 1.322 -4.643
C 1.361 0.905 -3.341
C 0.291 1.905 -2.945
C -0.317 2.270 -4.293
H 0.970 -0.113 -3.417
H 2.202 0.908 -2.653
H -0.425 1.507 -2.228
H 0.756 2.788 -2.501
H -1.118 1.586 -4.578
H -0.669 3.297 -4.321
O 6.168 2.422 0.661
C 6.354 1.457 1.336
O 5.356 0.608 1.698
C 5.872 -0.390 2.598
C 7.366 -0.430 2.333
C 7.661 1.013 1.944
H 5.639 -0.089 3.622
H 5.390 -1.346 2.393
H 7.944 -0.786 3.184
H 7.575 -1.087 1.487
H 7.873 1.637 2.815
H 8.469 1.088 1.222



No. 4
A cluster of 3 separate species, C19H48BF2N7O11P2S in total at a distorted geometry, computed with the ωB97M-V functional and the def2-TZVPD basis.

Values from the calculation:
SMILES string: CC[C@H](F)[C@]1([C@H](C)F)OS(=O)(=O)O[C@]1(ON=O)OB(O)O.CN(C)P(=O)(N(C)C)N(C)C.CN(C)P(=O)(N(C)C)N(C)C
HOMO-LUMO gap in eV: 7.5
HOMO energy in eV: -7.83
Electronic energy in eV: -88954.621
Net charge: 0

Positions of all 91 atoms, in Å:
C -1.724 -9.112 1.733
C -1.916 -8.413 3.077
C -1.228 -7.053 3.221
F -1.772 -6.344 4.270
C -1.160 -6.151 1.959
C 0.114 -6.491 1.110
C 0.862 -5.252 0.647
F -0.194 -7.220 -0.033
O -0.794 -4.860 2.550
S -1.799 -3.654 2.330
O -1.393 -2.678 1.384
O -2.094 -3.145 3.615
O -2.975 -4.561 1.703
C -2.468 -5.805 1.216
O -2.296 -5.525 -0.176
N -2.650 -6.635 -1.012
O -2.943 -6.239 -2.058
O -3.513 -6.689 1.329
B -4.733 -6.140 1.776
O -5.605 -5.693 0.816
O -5.083 -6.086 3.109
H -1.999 -8.516 0.869
H -0.721 -9.519 1.596
H -2.392 -9.976 1.726
H -1.514 -9.045 3.870
H -2.976 -8.255 3.273
H -0.192 -7.248 3.512
H 0.832 -7.078 1.684
H 0.187 -4.487 0.268
H 1.495 -4.865 1.443
H 1.525 -5.514 -0.179
H -6.500 -5.906 1.096
H -5.786 -6.701 3.335
C 2.756 0.098 -1.262
N 2.604 -0.548 0.019
C 1.710 -1.688 -0.054
P 2.724 0.112 1.588
O 3.601 -0.930 2.236
N 3.839 1.453 1.719
C 4.922 1.610 0.760
C 4.360 1.587 3.078
N 1.341 1.205 1.406
C 1.494 2.534 0.852
C 0.514 1.271 2.624
H 1.842 0.616 -1.593
H 3.001 -0.651 -2.020
H 3.581 0.804 -1.278
H 0.663 -1.369 -0.165
H 1.774 -2.297 0.851
H 1.965 -2.340 -0.893
H 5.452 0.671 0.555
H 5.646 2.340 1.126
H 4.552 2.027 -0.179
H 5.164 0.873 3.286
H 3.570 1.420 3.815
H 4.738 2.600 3.232
H 1.999 3.220 1.542
H 0.504 2.946 0.637
H 2.032 2.540 -0.093
H 1.014 1.825 3.430
H 0.301 0.261 2.986
H -0.446 1.745 2.413
C -0.601 5.956 -5.317
N -0.603 5.167 -4.111
C -1.462 4.003 -4.235
P -0.347 5.663 -2.491
O 0.707 4.625 -2.140
N 0.728 7.033 -2.314
C 1.703 7.347 -3.348
C 1.380 7.038 -1.006
N -1.761 6.751 -2.457
C -1.668 8.131 -2.885
C -2.493 6.686 -1.180
H -1.562 6.466 -5.499
H -0.407 5.308 -6.176
H 0.194 6.697 -5.332
H -2.528 4.281 -4.212
H -1.279 3.299 -3.420
H -1.260 3.469 -5.165
H 2.243 6.464 -3.711
H 2.434 8.063 -2.970
H 1.228 7.850 -4.192
H 2.226 6.343 -0.961
H 0.676 6.752 -0.219
H 1.737 8.043 -0.771
H -1.120 8.765 -2.181
H -2.686 8.522 -2.978
H -1.209 8.229 -3.867
H -1.940 7.168 -0.363
H -2.668 5.643 -0.902
H -3.471 7.162 -1.271